1.
Below is C5H8O2 as an isolated structure, with properties calculated with ωB97M-V/def2-TZVPD.

```
15
Properties=species:S:1:pos:R:3:forces:R:3
O -0.7978 -1.1961 0.2702 -0.144 -0.075 0.014
O 2.0139 0.6285 0.6558 0.125 -0.034 -0.018
C 0.9532 -0.0384 0.0755 -0.194 -0.138 0.028
C 0.6099 -1.4859 0.3573 0.295 -0.203 -0.020
C -0.5241 0.2092 0.1774 -0.178 0.263 0.069
C -1.4518 1.0893 0.9470 0.020 0.028 0.007
C 0.1812 0.4742 -1.1214 0.035 0.020 -0.130
H -1.5111 0.7471 1.9845 0.030 0.077 -0.119
H -0.0387 -0.1431 -1.9917 0.102 0.029 0.151
H -1.1380 2.1358 0.9328 0.028 -0.137 -0.050
H 0.9295 -2.2635 -0.3461 -0.045 0.115 0.037
H 0.8879 -1.7584 1.3831 -0.052 -0.013 -0.141
H -2.4538 1.0207 0.5096 0.117 0.040 0.050
H 2.8162 0.3485 0.1966 -0.051 0.181 0.046
H 0.3891 1.5233 -1.3247 -0.089 -0.153 0.077
```
Forces are in eV/Å.

Calculated values
- HOMO energy (eV) = -9.2
- gap between HOMO and LUMO (eV) = 10.004
- charge = 0
- 2S+1 = 1

***

2.
Below is one molecule with the formula C5H8O2 in a non-equilibrium geometry, with properties calculated with ωB97M-V/def2-TZVPD.

```
15
Properties=species:S:1:pos:R:3:forces:R:3
O 0.3119 -2.2693 0.3078 0.035 -0.334 -0.278
O -0.1566 2.2985 0.1487 -0.428 0.081 -0.011
C -0.4302 1.0516 0.6657 -0.773 -1.377 -1.807
C 0.1518 -0.9429 -0.0572 0.182 0.003 -0.216
C 0.7587 0.1623 0.7534 -0.143 -0.182 0.275
C -1.1758 -0.3301 -0.3403 0.548 0.176 -0.493
C 1.2600 -0.1366 -0.6466 0.214 -0.060 -0.138
H 1.0613 0.5778 -1.4448 0.052 -0.174 0.172
H 2.2137 -0.6486 -0.6990 -0.036 0.084 0.085
H -1.4125 0.7547 0.9657 -0.121 1.358 2.599
H -0.8306 2.9391 0.3991 -0.038 -0.138 0.024
H 1.4427 0.0646 1.5932 -0.207 0.117 -0.056
H -2.0079 -0.8808 0.1575 0.476 0.829 -0.008
H 0.2700 -2.7881 -0.5032 0.031 -0.161 0.087
H -1.4546 -0.0581 -1.3544 0.207 -0.223 -0.235
```
Forces are in eV/Å.

Calculated values
- HOMO energy (eV) = -8.1
- gap between HOMO and LUMO (eV) = 8.903
- charge = 0
- 2S+1 = 1

***

3.
Below is one molecule with the formula C5H8O2 in a non-equilibrium geometry, with properties calculated with ωB97M-V/def2-TZVPD.

```
15
Properties=species:S:1:pos:R:3:forces:R:3
O -0.9287 2.1043 -0.4200 -0.533 0.081 -0.181
O -0.6060 -0.2322 -1.5556 0.266 0.123 0.006
C -0.4004 1.1868 0.4831 -0.064 0.413 0.560
C -0.7969 -1.4886 0.4779 0.026 0.175 0.104
C -0.1835 -0.2486 -0.1890 0.319 0.276 0.386
C 1.2436 -0.1049 -0.0097 1.266 -1.134 -0.438
C 2.3413 0.3144 0.2879 -0.027 -1.498 -0.823
H -0.3383 -2.4059 0.0834 -0.029 0.339 0.031
H 0.1627 -0.3588 -2.1273 -0.128 0.077 0.131
H -0.6371 -1.4711 1.5588 -0.010 0.047 -0.092
H -1.8722 -1.5527 0.2759 0.216 0.231 0.022
H -0.9747 1.0835 1.4081 -0.470 0.059 -0.169
H 0.6258 1.5082 0.7682 -1.596 0.342 0.096
H 3.3744 0.1280 0.2855 0.854 0.372 0.296
H -1.0196 1.6330 -1.2635 -0.091 0.097 0.072
```
Forces are in eV/Å.

Calculated values
- HOMO energy (eV) = -9.3
- gap between HOMO and LUMO (eV) = 9.882
- charge = 0
- 2S+1 = 1

***

4.
Below is one molecule with the formula C5H8O2 in a non-equilibrium geometry, with properties calculated with ωB97M-V/def2-TZVPD.

```
15
Properties=species:S:1:pos:R:3:forces:R:3
O -0.6788 -0.1242 -2.4689 -0.069 -0.429 0.265
O -0.4446 1.4872 -0.2655 -0.038 0.088 -0.366
C 0.4429 0.4824 1.6411 -0.268 0.255 0.367
C 0.0284 0.2773 0.2468 -0.069 -0.112 0.238
C 1.5071 0.3070 0.5567 0.004 0.540 0.771
C -0.7535 -0.9313 -0.1970 0.043 0.052 0.018
C -0.9459 -1.0129 -1.6896 0.065 0.183 -0.195
H -1.3853 -1.9593 -2.0639 0.027 0.073 0.012
H 2.0957 -0.4217 1.0735 0.623 -1.154 -1.415
H 0.3523 -0.4007 2.2786 0.161 0.454 0.023
H -0.2885 -1.8618 0.1504 -0.080 0.110 -0.043
H 2.0228 1.1564 0.1215 -0.049 0.003 0.420
H 0.3084 1.4452 2.1003 -0.425 0.119 0.052
H -0.4549 1.4142 -1.2302 0.057 -0.053 -0.031
H -1.7550 -0.8823 0.2551 0.017 -0.129 -0.117
```
Forces are in eV/Å.

Calculated values
- HOMO energy (eV) = -9.8
- gap between HOMO and LUMO (eV) = 10.687
- charge = 0
- 2S+1 = 1

***

5.
Below is one molecule with the formula C5H8O2 in a non-equilibrium geometry, with properties calculated with ωB97M-V/def2-TZVPD.

```
15
Properties=species:S:1:pos:R:3:forces:R:3
O 0.0766 -2.1459 1.5202 -1.104 0.389 0.276
O -0.9669 -0.1751 0.9024 0.272 -0.177 0.376
C -0.0542 0.2280 -0.1604 0.196 -0.443 -0.068
C -0.5800 -1.1341 1.7289 -1.151 -1.298 0.310
C 1.3185 -0.1726 0.3121 0.207 -1.244 -0.534
C -0.5500 1.4744 -0.8455 0.213 0.005 0.181
C -0.5597 0.1457 -1.5643 -0.072 -0.259 -0.090
H 1.9797 -0.4741 -0.4796 0.226 0.443 -0.911
H 1.0824 -1.4131 0.7436 1.652 4.164 -0.736
H 0.1690 2.2380 -1.1305 -0.039 -0.211 0.023
H 1.7905 0.7248 0.7981 -0.284 -1.428 0.438
H 0.1856 -0.0216 -2.3388 -0.133 -0.040 0.194
H -1.5221 -0.3205 -1.7447 0.078 0.075 0.035
H -1.5250 1.8664 -0.5502 0.349 -0.201 0.099
H -0.9879 -0.9782 2.7167 -0.410 0.225 0.406
```
Forces are in eV/Å.

Calculated values
- HOMO energy (eV) = -9.4
- gap between HOMO and LUMO (eV) = 10.466
- charge = 0
- 2S+1 = 1

***

6.
Below is one molecule with the formula C5H8O2, with properties calculated with ωB97M-V/def2-TZVPD.

```
15
Properties=species:S:1:pos:R:3:forces:R:3
O -2.1628 0.0922 -0.8723 -0.198 0.116 -0.043
O 3.0975 0.3688 0.8051 -0.594 -0.089 -0.112
C 0.9018 -0.8115 1.1446 0.025 -0.094 0.130
C -0.0512 -0.3415 0.0199 -0.127 -0.029 -0.027
C -1.4903 -0.0146 0.3674 0.400 -0.057 0.362
C 0.8827 0.8556 -0.2920 0.032 0.101 -0.133
C 1.9222 0.2035 0.6207 0.414 0.100 0.116
H -0.0630 -1.0538 -0.8072 0.005 0.005 0.061
H -1.5227 0.9314 0.9416 -0.060 -0.236 -0.181
H 1.2092 -1.8607 1.1393 0.007 0.157 0.021
H 0.5584 -0.5509 2.1524 0.037 0.027 -0.088
H -3.0463 0.4422 -0.7387 -0.086 0.018 0.050
H -1.9185 -0.8027 1.0119 0.016 0.108 -0.276
H 0.5019 1.7888 0.1403 0.108 -0.078 -0.022
H 1.1722 1.0426 -1.3286 0.022 -0.050 0.140
```
Forces are in eV/Å.

Calculated values
- HOMO energy (eV) = -9.6
- gap between HOMO and LUMO (eV) = 10.313
- charge = 0
- 2S+1 = 1

***

7.
Below is C5H8O2 as an isolated structure, with properties calculated with ωB97M-V/def2-TZVPD.

```
15
Properties=species:S:1:pos:R:3:forces:R:3
O -1.1514 1.9341 0.8769 0.186 -0.527 -0.323
O -1.5064 0.3748 -0.7265 -0.154 0.634 0.491
C -1.8709 1.3181 -0.0020 0.126 -0.227 -0.150
C 0.8178 0.2724 0.9627 0.297 -0.608 -0.158
C 0.4088 -0.5067 -0.0769 0.482 0.096 0.466
C 0.0547 -1.8852 -0.4716 -0.106 0.054 0.003
C 1.4325 0.4947 -0.4226 0.036 0.079 -0.199
H -0.5963 -2.3646 0.2668 0.123 0.122 -0.159
H 1.1622 1.4151 -0.9438 -0.023 -0.198 0.148
H -0.4173 -1.9108 -1.4586 0.098 0.059 0.212
H 1.2295 -0.0154 1.9266 -0.161 0.035 -0.183
H -0.1662 1.2619 1.0244 -0.668 0.330 -0.239
H 0.9973 -2.4529 -0.5308 -0.182 0.173 0.026
H 2.4185 0.1010 -0.6960 -0.268 0.059 0.041
H -2.9100 1.6969 -0.0879 0.213 -0.083 0.024
```
Forces are in eV/Å.

Calculated values
- HOMO energy (eV) = -8.9
- gap between HOMO and LUMO (eV) = 9.405
- charge = 0
- 2S+1 = 1

***

8.
Below is one molecule with the formula C5H8O2 in a non-equilibrium geometry, with properties calculated with ωB97M-V/def2-TZVPD.

```
15
Properties=species:S:1:pos:R:3:forces:R:3
O 0.7181 -1.7248 -0.8302 0.611 -0.721 -0.563
O -1.2330 -1.0064 2.0208 0.287 -0.522 -0.594
C 0.2840 0.4690 0.4515 -0.476 0.222 0.364
C -0.0560 -0.8717 -0.0813 0.758 0.543 -0.281
C -0.9179 -1.5284 0.9740 -0.409 -0.364 0.982
C 1.1675 1.5993 -0.0511 0.256 0.280 -0.490
C -0.9495 0.1803 -0.5525 -0.595 0.555 0.046
H 0.8082 2.1244 -0.9546 -0.010 -0.492 0.279
H 2.2198 1.3502 -0.2637 -0.339 -0.160 0.352
H -0.7132 0.8694 -1.3353 0.323 -0.402 -0.946
H 1.1245 2.3555 0.7389 0.326 -0.052 -0.155
H 0.6099 -1.5835 -1.7805 -0.152 0.104 0.400
H -1.3887 -2.4880 0.7147 0.282 -0.287 -0.307
H -2.0016 -0.1326 -0.6301 0.007 0.956 1.140
H 0.3248 0.4384 1.5405 -0.868 0.341 -0.227
```
Forces are in eV/Å.

Calculated values
- HOMO energy (eV) = -9.6
- gap between HOMO and LUMO (eV) = 10.294
- charge = 0
- 2S+1 = 1

***

How do the records compare in ΔE to the lowest compared entry with this formula, charge and spin? In the order shown, they have 237.9 397.2 354.3 195.4 304.3 117.0 343.0 295.9 kJ/mol.